(1)
DFT (ωB97M-V with the def2-TZVPD basis set) results for a molecular structure, C23H41ClMoP2.

Last column: Mulliken spin population.
Atoms and positions in Å:
1 Mo -1.5115 -0.4038 0.6501  1.95
2 C 0.1574 0.9462 0.0971  -0.11
3 C -1.0750 1.7002 0.0858  0.11
4 C -0.7331 0.8958 2.2463  -0.01
5 C 0.3670 0.4516 1.4339  -0.01
6 C -1.6175 1.6662 1.4161  -0.01
7 C 1.1437 0.8596 -1.0175  0.01
8 H 0.6949 1.0731 -1.9933  0.00
9 H 1.6050 -0.1322 -1.0657  0.00
10 H 1.9545 1.5852 -0.8710  0.00
11 C 1.5696 -0.2902 1.9106  -0.01
12 H 2.0473 -0.8500 1.1010  0.00
13 H 1.3164 -0.9948 2.7076  0.00
14 H 2.3221 0.4014 2.3099  0.00
15 C -0.8568 0.7107 3.7218  -0.01
16 H -1.2020 1.6354 4.1996  0.00
17 H 0.1090 0.4317 4.1544  0.00
18 H -1.5657 -0.0931 3.9499  0.00
19 C -2.7949 2.4343 1.9094  0.03
20 H -2.4784 3.3251 2.4651  0.00
21 H -3.4160 1.8367 2.5822  0.00
22 H -3.4182 2.7726 1.0831  -0.01
23 C -1.6336 2.5022 -1.0463  0.05
24 H -1.8409 3.5410 -0.7457  0.01
25 H -2.5776 2.0659 -1.4012  -0.01
26 H -0.9263 2.5471 -1.8825  -0.01
27 C 0.7922 -2.4834 -3.3550  0.00
28 C 0.9374 -1.1780 -3.6508  0.00
29 C -0.1658 -0.2747 -4.1460  0.01
30 C -1.3003 -0.9644 -4.9620  0.00
31 C -2.6149 -1.2985 -4.2312  0.02
32 C -2.4424 -1.1241 -2.7061  -0.01
33 C -1.2704 -1.8437 -1.9826  -0.02
34 C -0.4938 -2.9596 -2.7163  0.00
35 H 0.3269 0.4292 -4.8444  0.00
36 H -0.8915 -1.8358 -5.4897  0.00
37 H -0.5791 0.3990 -3.3714  0.01
38 H -1.1193 -3.4342 -3.4775  0.00
39 H 1.6127 -3.2142 -3.4185  0.00
40 H 1.9519 -0.7712 -3.7658  0.00
41 H -0.2712 -3.7840 -2.0094  0.00
42 H -0.5640 -1.0512 -1.6794  -0.18
43 H -2.4361 -0.0452 -2.4716  0.11
44 H -1.6238 -2.2907 -1.0216  0.04
45 H -1.5781 -0.2535 -5.7553  0.00
46 H -3.3796 -0.5828 -4.5881  0.00
47 P -3.4318 -2.9076 -4.3757  0.00
48 C -2.4031 -4.2812 -4.9619  0.00
49 C -4.6195 -2.6540 -5.7184  0.00
50 P -3.8640 -1.7412 -1.6503  0.02
51 C -4.0998 -3.2316 -2.7342  0.00
52 C -5.2654 -0.7201 -2.1080  0.00
53 C -4.1328 -2.2573 0.0204  0.00
54 H -2.2144 -4.9810 -4.1346  0.00
55 H -1.4475 -3.9607 -5.4049  0.00
56 H -2.9748 -4.8289 -5.7313  0.00
57 H -5.0878 -3.6191 -5.9518  0.00
58 H -4.1005 -2.3067 -6.6264  0.00
59 H -5.3922 -1.9191 -5.4589  0.00
60 H -4.6876 -3.2071 0.0533  0.00
61 H -4.7003 -1.4675 0.5286  0.00
62 H -3.1738 -2.3946 0.5658  -0.01
63 H -3.6079 -4.1223 -2.2988  0.00
64 H -5.1765 -3.4468 -2.8231  0.00
65 H -5.6401 -0.2944 -1.1698  0.01
66 H -6.0492 -1.3427 -2.5626  0.00
67 H -4.9642 0.0778 -2.7950  0.00
68 Cl -1.5120 -2.3835 2.0090  0.04

E = -57454.949 eV
net charge = +2
largest force on an atom = 3.4 eV/Å
frontier orbital gap (spin up / spin down) = 6.13 / 5.26 eV
expectation value of S² = 2.02
multiplicity = 3
energy relative to the best compared isomer or geometry (same formula, charge and spin) = 24.8 kJ/mol

(2)
DFT (ωB97M-V with the def2-TZVPD basis set) results for 9 unconnected molecules or ions with the total composition C19H58N8O9.

Last column: Löwdin charge in e.
Atoms and positions in Å:
1 C 4.0986 -3.9105 -2.4419  -0.12
2 O 3.2132 -4.9533 -2.1372  -0.17
3 C 1.9794 -4.5245 -1.5962  -0.19
4 C 2.0122 -3.3788 -0.5580  -0.42
5 C 2.6694 -3.7387 0.7898  -0.04
6 N 0.5810 -3.1117 -0.2819  0.04
7 H 4.9962 -4.3002 -2.9230  0.09
8 H 4.4713 -3.3931 -1.5517  0.09
9 H 3.6145 -3.1881 -3.1111  0.08
10 H 1.2048 -4.3831 -2.3597  0.12
11 H 1.6063 -5.3969 -1.0523  0.13
12 H 2.4453 -2.4442 -0.9211  0.10
13 H 3.4770 -4.4511 0.6077  0.08
14 H 1.9641 -4.1775 1.4905  0.07
15 H 3.1274 -2.8068 1.1226  0.07
16 H 0.4977 -2.3861 0.4246  0.04
17 H 0.0938 -2.6888 -1.0671  0.03
18 C -0.5167 4.0469 2.4335  -0.12
19 O -0.0850 3.5007 3.6466  -0.19
20 C 1.1430 2.7953 3.5943  -0.19
21 C 1.3458 2.2349 5.0031  -0.42
22 C 2.6978 1.4999 5.0849  -0.06
23 N 0.3222 1.2688 5.3810  0.04
24 H 0.2358 4.7094 1.9890  0.09
25 H -1.4887 4.5343 2.4417  0.09
26 H -0.6085 3.2479 1.6814  0.05
27 H 0.9672 1.9075 2.9784  0.10
28 H 1.9852 3.4174 3.2829  0.13
29 H 1.3690 3.0083 5.7711  0.14
30 H 3.4509 2.0807 4.5485  0.08
31 H 2.6559 0.4584 4.7709  0.06
32 H 3.0008 1.5051 6.1326  0.07
33 H -0.5977 1.6800 5.4984  0.07
34 H 0.1978 0.5873 4.6256  0.03
35 N 0.9667 -1.8779 -4.5283  0.16
36 C 0.4600 -1.3861 -3.3542  -0.67
37 N 1.2928 -0.5799 -2.6759  0.20
38 O -0.6408 -1.7580 -2.9313  -0.02
39 H 0.4720 -2.6296 -4.9739  0.11
40 H 1.9170 -1.7426 -4.8197  0.09
41 H 0.9928 -0.2077 -1.7815  0.07
42 H 2.1909 -0.3007 -3.0228  0.11
43 N 3.3121 1.4574 -0.2780  0.16
44 C 3.6276 0.8026 0.8860  -0.68
45 N 2.5428 0.4687 1.6099  0.16
46 O 4.7897 0.6420 1.2568  0.01
47 H 2.3878 1.6415 -0.6217  0.06
48 H 4.0791 1.4684 -0.9301  0.10
49 H 1.6296 0.6330 1.1953  0.03
50 H 2.5725 0.1320 2.5548  0.08
51 N -1.7812 0.8043 1.0416  0.21
52 C -0.9503 0.4921 0.0155  -0.63
53 N -1.5314 0.4533 -1.1725  0.21
54 O 0.2197 0.1018 0.2129  -0.04
55 H -1.3156 0.8773 1.9312  0.10
56 H -2.7629 0.9553 0.9198  0.08
57 H -2.4145 0.9301 -1.2700  0.07
58 H -1.1927 -0.1246 -1.9247  0.05
59 C -5.1480 -0.1820 -0.6404  -0.07
60 C -5.2448 1.2637 -0.1918  -0.29
61 O -4.0936 2.0346 -0.6192  -0.12
62 H -6.0743 -0.7358 -0.4937  0.08
63 H -4.3499 -0.7816 -0.1990  0.07
64 H -4.9233 -0.1533 -1.7090  0.07
65 H -5.3823 1.4558 0.8773  0.11
66 H -6.1239 1.7419 -0.6335  0.11
67 H -4.5265 2.7548 -1.0825  0.09
68 C -3.0317 0.7332 -4.1720  -0.09
69 C -3.4452 -0.5878 -4.8382  -0.29
70 O -4.8600 -0.4800 -5.0333  -0.09
71 H -3.8026 0.9847 -3.4510  0.06
72 H -2.9259 1.5409 -4.9016  0.08
73 H -1.9965 0.5788 -3.8500  0.04
74 H -3.1671 -1.4585 -4.2466  0.10
75 H -2.9175 -0.7395 -5.7866  0.11
76 H -5.0299 0.2597 -5.6213  0.08
77 C -0.2418 3.7379 -1.4190  -0.07
78 C 0.1984 3.2235 -2.7917  -0.31
79 O 1.5958 3.0351 -2.9447  -0.08
80 H 0.5606 3.7068 -0.6752  0.07
81 H -1.1023 3.2242 -0.9939  0.05
82 H -0.4531 4.8083 -1.4151  0.07
83 H -0.0895 4.0445 -3.4644  0.10
84 H -0.3967 2.3926 -3.1812  0.09
85 H 1.7076 2.6474 -3.8172  0.08
86 C -1.1469 -2.4385 4.7233  -0.08
87 C 0.0843 -2.3539 3.8476  -0.26
88 O 0.1763 -0.9629 3.4560  -0.14
89 H -1.2577 -3.4964 4.9750  0.08
90 H -2.0497 -2.0234 4.2816  0.08
91 H -1.0206 -1.8838 5.6552  0.07
92 H -0.0549 -2.9407 2.9347  0.10
93 H 1.0713 -2.6025 4.2399  0.12
94 H 0.4712 -0.8499 2.5448  0.04

SMILES = COC[C@H](C)N.COC[C@H](C)N.NC(N)=O.NC(N)=O.NC(N)=O.CCO.CCO.CCO.CCO
E = -50992.756 eV
net charge = 0
largest force on an atom = 2.1 eV/Å
frontier orbital gap = 8.74 eV
energy relative to the best compared isomer or geometry (same formula, charge and spin) = 0.0 kJ/mol

(3)
DFT (ωB97M-V with the def2-TZVPD basis set) results for a molecular structure, C6H10N2.

Last column: Löwdin charge in e.
Atoms and positions in Å:
1 C 1.4681 -1.0961 0.1323  -0.16
2 C 2.0961 0.3994 -0.1527  -0.03
3 C -0.3632 1.5147 -0.1376  -0.20
4 C -1.6138 0.5546 0.3006  -0.15
5 C -1.1623 -0.8100 0.3391  -0.29
6 C 0.1499 -0.7117 -0.3887  -0.35
7 H 1.1127 -1.3814 1.1634  0.12
8 H 1.7621 -2.0665 -0.4866  0.13
9 H 2.7981 0.5496 0.8420  0.14
10 H 2.7672 0.5700 -1.0570  0.10
11 H -0.8806 2.3466 -1.0291  0.15
12 H -0.3353 2.4576 0.5862  0.12
13 H -1.9847 0.9187 1.0926  0.06
14 H -3.1172 -0.7365 -0.1843  0.09
15 H -1.1817 -1.4561 1.1512  0.13
16 H 0.1047 -1.0966 -1.5063  0.18
17 N 0.5858 0.6090 -0.0642  -0.17
18 N -2.2058 -0.5652 -0.6010  0.12

E = -9357.001 eV
net charge = 0
largest force on an atom = 9.7 eV/Å
frontier orbital gap = 9.26 eV
energy relative to the best compared isomer or geometry (same formula, charge and spin) = 717.5 kJ/mol

(4)
DFT (ωB97M-V with the def2-TZVPD basis set) results for 2 unconnected molecules or ions with the total composition C9H14O.

Last column: Löwdin charge in e.
Atoms and positions in Å:
1 C -1.6193 0.6510 2.1690  -0.05
2 C -1.0524 -0.5980 1.5502  -0.28
3 C -0.4074 -0.4580 0.3273  -0.06
4 C -0.1250 -1.5157 -0.5271  -0.01
5 C -0.1224 -2.7995 0.0002  -0.34
6 O 0.3383 -3.8356 -0.7490  0.05
7 C -0.7589 -2.9757 1.2247  -0.04
8 C -1.0263 -1.9147 2.0642  -0.04
9 H -1.7197 0.6202 3.2453  0.07
10 H -2.6277 0.8145 1.7624  0.09
11 H -0.9264 1.4608 1.9359  0.08
12 H -0.2349 0.4775 -0.2128  0.08
13 H 0.3699 -1.4384 -1.4885  0.12
14 H 0.0192 -4.7113 -0.4747  0.11
15 H -0.7671 -3.9845 1.6456  0.11
16 H -1.4951 -1.9917 3.0382  0.11
17 C 0.9929 2.4873 -1.4681  -0.19
18 C 2.0129 3.0520 -2.4145  -0.18
19 H 1.5206 1.9756 -0.6546  0.06
20 H 0.3599 3.2530 -1.0180  0.07
21 H 0.3541 1.7241 -1.9110  0.06
22 H 1.5455 3.7399 -3.1301  0.06
23 H 2.5711 2.3048 -2.9745  0.06
24 H 2.7982 3.6622 -1.9404  0.07

SMILES = Cc1ccc(O)cc1.CC
E = -11606.823 eV
net charge = 0
largest force on an atom = 2.9 eV/Å
frontier orbital gap = 9.20 eV
energy relative to the best compared isomer or geometry (same formula, charge and spin) = 78.5 kJ/mol

(5)
DFT (ωB97M-V with the def2-TZVPD basis set) results for a molecular structure, C2H2I2OS.

Last column: Löwdin charge in e.
Atoms and positions in Å:
1 C 0.8577 0.4609 -0.6668  -0.49
2 C -0.4951 -0.3324 0.1088  -1.65
3 O 1.8445 0.5557 -0.0653  0.06
4 S -0.0921 -0.8053 1.7935  0.60
5 I -0.4631 -2.0062 -1.2656  0.80
6 I -2.2055 0.9835 -0.3509  0.69
7 H 0.5457 0.5689 -1.6842  0.05
8 H 0.0079 0.5749 2.1304  -0.06

E = -31188.709 eV
net charge = 0
largest force on an atom = 4.9 eV/Å
frontier orbital gap = 8.67 eV
energy relative to the best compared isomer or geometry (same formula, charge and spin) = 36.5 kJ/mol

(6)
DFT (ωB97M-V with the def2-TZVPD basis set) results for a single C12H23NO4S2 molecule.

Last column: Löwdin charge in e.
Atoms and positions in Å:
1 C -3.2608 -2.7038 0.0274  -0.06
2 C -3.5972 -1.2150 0.1273  -0.38
3 C -3.8709 -0.6461 -1.2640  -0.06
4 C -2.5055 -0.4602 0.9218  -0.23
5 C -3.0147 0.8776 1.4767  -0.17
6 O -3.1842 1.8582 0.4689  -0.21
7 S -1.7608 2.3044 -0.1290  0.60
8 O -0.9311 2.7246 0.9490  -0.24
9 O -2.0135 3.1812 -1.2134  -0.23
10 N -1.1859 0.8888 -0.7451  -0.04
11 C -1.1848 -0.2620 0.1472  -0.30
12 C 0.0223 -0.1074 1.0809  -0.15
13 C 1.2972 -0.2307 0.2736  -0.71
14 O 1.4134 -0.9033 -0.7189  0.02
15 S 2.5933 0.7040 0.9879  1.06
16 C 4.0673 0.4586 -0.1385  -0.80
17 C 4.4396 -1.0157 -0.1602  -0.10
18 C 3.7103 0.9789 -1.5220  -0.10
19 C 5.1777 1.2935 0.4895  -0.12
20 H -4.0645 -3.2320 -0.4794  0.08
21 H -3.1365 -3.1406 1.0155  0.08
22 H -2.3450 -2.8646 -0.5363  0.08
23 H -4.5206 -1.1232 0.7116  0.14
24 H -4.0368 0.4270 -1.2200  0.08
25 H -4.7635 -1.1127 -1.6766  0.09
26 H -3.0457 -0.8588 -1.9411  0.08
27 H -2.2785 -1.0807 1.7963  0.15
28 H -2.3048 1.2727 2.2115  0.12
29 H -3.9937 0.7571 1.9482  0.14
30 H -1.6155 0.7284 -1.6406  0.11
31 H -0.9959 -1.1429 -0.4767  0.14
32 H 0.0039 0.8626 1.5760  0.08
33 H 0.0253 -0.8997 1.8336  0.14
34 H 4.6452 -1.3732 0.8466  0.08
35 H 5.3321 -1.1561 -0.7674  0.09
36 H 3.6355 -1.6081 -0.5880  0.07
37 H 3.3930 2.0183 -1.4698  0.08
38 H 2.9087 0.3897 -1.9595  0.07
39 H 4.5816 0.9125 -2.1714  0.09
40 H 5.3975 0.9445 1.4958  0.08
41 H 4.8854 2.3393 0.5448  0.08
42 H 6.0809 1.2149 -0.1122  0.09

SMILES = CC(C)[C@@H]1COS(=O)(=O)N[C@H]1CC(=O)SC(C)(C)C
E = -44168.207 eV
net charge = 0
largest force on an atom = 1.3 eV/Å
frontier orbital gap = 10.07 eV

(7)
DFT (ωB97M-V with the def2-TZVPD basis set) results for 2 unconnected molecules or ions with the total composition C7H11NSe.

Last column: Löwdin charge in e.
Atoms and positions in Å:
1 C -0.0813 1.1361 1.0726  -0.29
2 C -1.7613 -1.6474 -0.4838  -0.19
3 C -1.9383 -0.4280 -1.4483  -0.18
4 C -0.8525 -1.2168 0.6272  -0.18
5 C -0.7357 0.4812 -1.2171  -0.10
6 C -0.3447 0.0985 0.2775  -0.23
7 C 3.4148 1.3168 1.1261  -0.59
8 N 0.0692 2.1390 1.6479  0.19
9 Se 2.8216 -0.3211 0.3182  0.58
10 H -2.8437 -1.8612 -0.1333  0.14
11 H -1.4879 -2.5170 -1.0688  0.10
12 H -2.0796 -0.7016 -2.4763  0.10
13 H -2.8486 0.1257 -1.3076  0.10
14 H -1.3254 -1.1299 1.7010  0.17
15 H -0.0936 -2.1153 0.6157  0.16
16 H 0.2275 0.2684 -1.7625  0.13
17 H -0.9326 1.4724 -1.4550  0.09
18 H 3.8700 1.9633 0.3500  0.01
19 H 2.6445 1.7160 1.7146  -0.05
20 H 4.2776 1.2207 1.9019  0.05

E = -74269.408 eV
net charge = 0
largest force on an atom = 4.5 eV/Å
frontier orbital gap (spin up / spin down) = 5.53 / 5.56 eV
energy relative to the best compared isomer or geometry (same formula, charge and spin) = 386.7 kJ/mol

(8)
DFT (ωB97M-V with the def2-TZVPD basis set) results for 3 unconnected molecules or ions with the total composition C7H15NO.

Last column: Löwdin charge in e.
Atoms and positions in Å:
1 C -1.7458 0.4492 -0.1494  -0.26
2 C -1.7842 -0.5882 -1.0445  -0.07
3 C -1.1771 1.7888 -0.5250  -0.10
4 C -0.2512 0.0098 1.8516  -0.02
5 H -2.4742 0.4432 0.6505  0.10
6 H -0.4231 -1.6184 -0.6291  0.04
7 H -1.3255 -0.4736 -2.0197  0.07
8 H -2.5202 -1.3742 -0.9379  0.07
9 H -0.2767 1.6699 -1.1282  0.06
10 H -1.9085 2.3511 -1.1158  0.08
11 H -0.9246 2.3844 0.3536  0.07
12 H -0.6757 -0.8409 2.3837  0.03
13 H -0.9164 0.8571 1.9423  0.01
14 H 0.6250 0.4062 2.3563  0.01
15 C 1.8151 -0.1183 -0.1100  -0.41
16 C 1.0386 -1.1006 0.6567  -0.23
17 C 1.8321 -0.0378 -1.4445  0.05
18 O 2.5109 0.7276 0.7141  0.03
19 N 0.3841 -2.0642 -0.0652  0.03
20 H 2.9824 1.3782 0.1813  0.11
21 H -0.0119 -2.7762 0.5397  0.09
22 H 1.5555 -1.4626 1.5409  0.13
23 H 1.3358 -0.7805 -2.0439  0.06
24 H 2.3356 0.7699 -1.9578  0.06

E = -11035.568 eV
net charge = 0
largest force on an atom = 2.8 eV/Å
frontier orbital gap = 8.88 eV
energy relative to the best compared isomer or geometry (same formula, charge and spin) = 492.7 kJ/mol